[1]
The following is a quantum chemistry calculation of a cluster of 9 separate species, C8H36BN16O8 in total, from the OMol25 dataset.

Cartesian coordinates (Å):
B 0.16781 -0.24730 -0.48244
H 0.33398 -1.19649 0.12737
H 0.49549 0.59628 0.20519
H 0.71900 -0.24159 -1.47259
H -0.94831 -0.36421 -0.72174
C -0.93075 3.42052 1.34850
O 0.26183 3.71887 1.45054
N -1.41436 2.21943 0.99116
N -1.95082 4.33819 1.37914
H -0.84873 1.44343 0.65446
H -2.37996 2.23588 0.70407
H -1.53547 5.03839 1.98804
H -2.81700 3.86209 1.61964
C -1.61584 -1.82914 -3.74470
O -2.05295 -2.14454 -4.85325
N -0.40768 -1.26943 -3.59329
N -2.33548 -1.98152 -2.58295
H -0.02679 -1.13936 -4.51834
H -0.13678 -1.03265 -2.64289
H -3.00495 -2.72924 -2.51380
H -1.80661 -1.87064 -1.73127
C 2.73852 1.84896 3.20138
O 2.84286 2.44929 4.28193
N 1.58012 1.42988 2.64788
N 3.80618 1.28075 2.61030
H 1.60063 0.85898 1.82470
H 0.69666 1.76729 2.97877
H 3.64645 0.70575 1.80414
H 4.74398 1.47431 2.90373
C 1.30193 -4.25707 0.09872
O 2.37821 -3.66753 0.03473
N 0.12096 -3.71456 -0.31945
N 1.12398 -5.41490 0.77136
H 0.24630 -2.77019 -0.65717
H -0.66037 -4.32019 -0.48132
H 1.87802 -5.88288 1.24169
H 0.23250 -5.52211 1.22500
C -0.06370 2.83326 -3.23740
O -0.35670 4.01059 -3.46198
N -0.14916 2.29688 -2.00135
N 0.42517 2.03159 -4.20340
H -0.32770 2.78332 -1.14275
H -0.13320 1.28014 -1.93842
H 0.42251 1.03872 -4.06170
H 0.53744 2.47440 -5.09661
C 0.36565 -2.20148 3.44963
O -0.01601 -2.36694 4.61017
N -0.37359 -1.75079 2.41988
N 1.59744 -2.65594 3.07103
H 0.05572 -1.64638 1.51255
H -1.30008 -1.44741 2.66039
H 2.35852 -2.95899 3.64382
H 1.77897 -2.60824 2.07968
C 3.86461 0.30792 -0.81499
O 5.08970 0.30400 -0.88649
N 3.11201 1.32311 -0.32046
N 3.06784 -0.65561 -1.36692
H 3.55908 2.21816 -0.19893
H 2.11541 1.36130 -0.44155
H 2.04318 -0.55882 -1.37854
H 3.59391 -1.51509 -1.42421
C -4.57859 1.45585 0.74364
O -4.25312 2.32389 1.56618
N -5.67657 1.55178 -0.04526
N -3.84901 0.33904 0.53631
H -5.63844 1.08416 -0.93433
H -6.08769 2.47034 0.01250
H -2.92095 0.16107 0.87471
H -4.30520 -0.37657 -0.00245

Cartesian forces, eV/Å:
-0.61 -0.89 0.60
1.02 -1.46 0.31
0.28 1.43 0.72
0.62 0.09 -1.52
-2.01 0.57 -0.26
1.50 0.26 -1.62
-1.08 -0.27 0.28
-0.21 -1.68 -0.31
0.81 0.45 0.93
0.09 0.57 0.18
0.24 -0.20 0.13
-1.20 0.53 0.01
-0.17 0.85 0.43
-1.32 -0.74 -1.21
0.10 0.03 0.73
-0.57 -0.23 -0.05
-0.07 -0.17 0.88
0.94 0.36 0.61
0.85 0.38 -0.76
-0.05 0.03 -0.54
-0.05 0.18 0.10
0.12 -0.71 2.59
-0.41 0.35 -1.22
-0.52 -0.03 0.05
0.89 -0.33 -0.79
-0.16 0.14 -0.10
0.14 0.18 0.01
0.41 0.16 -0.17
-0.14 0.09 0.15
0.64 1.15 0.96
-0.44 -0.35 -0.45
0.82 0.00 -0.23
-0.53 -1.55 0.36
-0.60 -0.14 -0.26
-0.19 0.34 -0.25
0.28 0.40 -0.16
0.02 -0.11 -0.01
-0.59 2.58 0.76
0.34 -0.44 -0.12
0.05 -1.87 -0.02
0.19 -0.54 -0.31
-0.23 0.54 -0.34
0.10 0.74 0.23
0.19 -0.01 -0.37
-0.16 -0.36 -0.12
0.81 -1.78 2.10
-0.39 0.76 -0.60
-0.41 0.11 0.36
0.17 0.30 -1.79
-0.55 0.34 0.10
0.06 0.14 -0.29
-0.39 0.16 0.56
0.56 -0.07 0.09
-0.56 0.27 -1.64
-0.36 -0.09 0.71
0.36 1.32 0.65
1.12 -0.45 0.06
0.05 -0.13 0.11
-0.04 -0.12 -0.16
1.35 -0.65 0.33
-0.79 -0.33 -0.30
1.30 0.90 1.25
-0.61 -0.48 -0.73
-0.55 0.24 0.10
-0.47 -0.96 -0.52
-0.19 0.23 -0.12
-0.16 -0.14 -0.30
-0.09 0.29 0.30
0.43 -0.17 -0.07

Computed properties:
Multiplicity: 1
Relative energy (zero: lowest compared OMol25 entry of this formula, charge and spin): 0.3794 eV
LUMO level: 1.87 eV
Highest occupied orbital energy: -0.2464 Eh
Charge: -1

[2]
The following is a quantum chemistry calculation of a cluster of 10 separate species, C8H36O14 in total, from the OMol25 dataset.

Cartesian coordinates (Å):
O 2.93665 -4.18703 -0.06589
C 1.73905 -3.76499 0.64818
C 1.91041 -2.37536 1.13815
O 1.97729 -1.44287 0.01058
H 2.88133 -5.12861 -0.10277
H 0.86406 -3.79337 -0.00323
H 1.65252 -4.44563 1.46061
H 2.74643 -2.19670 1.80486
H 0.99510 -2.02794 1.62493
H 2.83627 -1.51383 -0.44843
O 2.01464 2.93677 -4.13556
C 2.78400 3.49087 -3.11577
C 2.42968 2.76608 -1.87983
O 2.86416 1.38555 -1.86562
H 1.98060 3.49962 -4.91689
H 3.85136 3.35865 -3.30868
H 2.59835 4.56010 -2.95118
H 1.34405 2.90764 -1.70907
H 2.93557 3.13594 -0.95533
H 2.73657 0.97472 -2.71916
O -0.74218 -2.74422 2.49846
C -1.85205 -3.65244 2.16518
C -2.27849 -3.51835 0.71691
O -3.29803 -4.50243 0.40379
H -1.06143 -1.95166 2.94480
H -1.47841 -4.67489 2.34658
H -2.70600 -3.56356 2.84118
H -1.38563 -3.63021 0.06315
H -2.75426 -2.57638 0.49851
H -2.93086 -5.37759 0.59814
O -0.42116 -0.48147 -1.08103
C -0.81641 -0.04001 0.28041
C -0.42291 1.37093 0.42796
O 1.01361 1.37588 0.49925
H 0.45514 -0.88687 -1.02289
H -1.88303 -0.23495 0.32856
H -0.31067 -0.62484 1.03589
H -0.77413 1.75978 1.35474
H -0.76882 1.93696 -0.43458
H 1.36779 0.98148 -0.30158
O -0.27546 5.16714 0.03413
H 0.27440 5.37312 -0.73083
H 0.34545 4.89037 0.72912
O -4.45913 -0.22273 -0.45007
H -4.86059 0.52347 -0.90628
H -3.92659 -0.61269 -1.17380
O -0.43004 -0.06093 3.78816
H -0.35758 0.80487 3.40050
H 0.34993 -0.19040 4.35633
O -2.99713 -0.98901 -2.64477
H -3.35155 -1.85071 -2.83505
H -2.06433 -1.08999 -2.37093
O -2.89603 3.78264 -1.02544
H -3.35190 4.61999 -0.87314
H -1.96277 3.92477 -0.82311
O 2.13036 2.89422 2.62323
H 2.95980 3.37604 2.48087
H 1.84300 2.55506 1.74778

Cartesian forces, eV/Å:
-0.61 1.26 0.18
1.13 -0.18 -0.76
-0.63 1.82 -0.86
0.90 -0.42 -0.12
0.16 -0.92 -0.22
-0.01 -0.14 -0.04
-0.62 -0.44 0.95
0.32 -0.28 0.02
0.39 -0.55 0.17
-0.54 -0.16 0.43
-0.65 -0.24 -0.87
0.97 0.61 0.16
0.15 -0.70 1.97
-0.43 0.56 0.26
0.15 -0.06 0.19
0.16 0.10 -0.13
-0.09 -0.02 -0.15
0.29 -0.57 -0.10
-0.31 0.28 -0.89
-0.33 0.05 -0.47
-1.33 -1.17 -0.28
0.97 0.32 0.60
-0.11 -0.89 -0.40
0.83 0.18 0.24
-0.15 0.13 0.03
0.09 0.28 -0.20
0.05 0.42 -0.05
-0.51 0.06 0.25
-0.02 0.46 0.07
-0.13 0.24 -0.10
-0.48 0.19 0.87
-0.32 -1.35 -1.75
1.20 -0.30 -0.63
-0.29 0.99 0.46
0.06 -0.13 0.30
-0.22 0.29 0.13
0.08 -0.24 0.06
-0.40 0.63 0.64
-0.17 0.29 0.10
0.23 -0.19 -0.24
0.29 -0.18 0.12
-0.02 0.00 0.12
-0.28 0.07 -0.28
0.09 -0.13 -0.25
-0.06 0.14 0.22
-0.07 0.17 0.25
0.15 -0.90 0.54
0.28 0.53 -0.13
-0.42 0.28 -0.45
0.56 0.48 0.13
0.03 -0.63 -0.16
-0.30 0.03 0.00
-0.16 -0.10 -0.14
0.35 -0.16 0.05
-0.15 0.33 0.18
0.07 0.29 -0.42
-0.40 -0.30 0.00
0.26 -0.13 0.36

Computed properties:
Multiplicity: 1
Relative energy (zero: lowest compared OMol25 entry of this formula, charge and spin): 0.6398 eV
LUMO level: 0.26 eV
Highest occupied orbital energy: -0.3674 Eh
Structure (SMILES): OCCO.OCCO.OCCO.OCCO.O.O.O.O.O.O
Charge: 0

[3]
The following is a quantum chemistry calculation of a cluster of 19 separate species, C8H49FINO23S in total, from the OMol25 dataset.

Cartesian coordinates (Å):
C -0.64890 -1.53100 -2.71238
C -0.37587 -0.05151 -3.27595
O -1.15489 0.88540 -2.99845
O 0.77212 0.25234 -4.10417
C 1.90970 0.63132 -3.28183
C 2.73680 -0.72169 -2.90636
C 3.67396 -0.48361 -1.62483
C 3.11549 -1.09964 -0.25197
N 2.50452 -0.11259 0.69558
C 1.19542 0.43586 0.21375
C 0.05954 -0.08880 1.25467
O -0.37381 -1.26993 1.15494
I -0.74312 1.26965 2.78947
S 3.60090 1.10389 1.19662
O 5.01425 0.56493 1.13306
O 3.26360 1.65559 2.55814
F 3.61236 2.45181 0.15801
H -1.76113 -1.79061 -2.64607
H -0.11803 -2.25660 -3.43325
H -0.12893 -1.68225 -1.69325
H 2.59318 1.28820 -3.94096
H 1.65115 1.26551 -2.36954
H 2.07656 -1.64902 -2.86057
H 3.45724 -0.88823 -3.80730
H 3.92871 0.62825 -1.59055
H 4.67275 -1.02564 -1.83862
H 3.89070 -1.70107 0.34442
H 2.29584 -1.86104 -0.54545
H 0.86714 0.03869 -0.80845
H 1.25584 1.57358 0.23213
O 4.31897 4.22817 3.42796
H 3.84974 3.43406 3.13497
H 4.90347 3.91020 4.12644
O -1.54133 -1.51562 -5.61788
H -1.50966 -0.55409 -5.70889
H -0.69628 -1.81195 -5.97826
O -4.24354 0.57801 -3.25393
H -4.10912 -0.37693 -3.33073
H -3.35532 0.92610 -3.09302
O 4.81274 0.19849 5.16961
H 4.38274 -0.65432 5.02335
H 4.55061 0.72645 4.40322
O -6.71480 -0.27671 -1.95155
H -6.74261 -0.45399 -1.00314
H -5.78751 -0.05940 -2.12031
O -5.34085 1.54735 -0.07064
H -6.06968 2.02382 -0.48860
H -5.36026 1.84759 0.84706
O -5.02321 -2.81177 -2.09748
H -5.08655 -3.76477 -2.23508
H -5.82075 -2.45943 -2.51751
O -3.95921 3.79823 -3.86216
H -4.08468 2.87718 -3.60077
H -3.65087 4.22987 -3.05583
O -1.94135 2.65282 5.53596
H -2.54642 3.30947 5.90619
H -1.44450 2.33293 6.30263
O -5.80874 5.05665 -5.86421
H -6.28882 4.27182 -6.15414
H -5.21107 4.72378 -5.17974
O 4.39994 -2.79741 4.52589
H 4.54232 -3.75203 4.46602
H 5.28225 -2.44037 4.68586
O 1.75354 -1.16110 5.31265
H 1.77742 -0.20098 5.21051
H 2.60555 -1.45543 4.96354
O -4.44080 1.57853 4.73212
H -3.57674 1.95312 4.96375
H -4.55696 0.85400 5.35811
O -1.93180 -2.85566 3.27128
H -1.92333 -3.41605 2.48672
H -1.26210 -2.18407 3.08491
O 6.27276 -4.92335 4.64998
H 7.13321 -4.54753 4.87438
H 6.16020 -5.64327 5.28353
O -5.36084 1.82702 -5.95989
H -5.84199 1.04281 -6.25007
H -4.76389 1.49509 -5.27604
O 0.18370 0.40059 7.47921
H 0.32472 -0.55323 7.41724
H 1.06587 0.75597 7.64281
O 4.68062 -2.49554 -4.60209
H 5.60824 -2.74194 -4.49697
H 4.54390 -2.50495 -5.55785

Cartesian forces, eV/Å:
1.38 -0.25 -0.91
-1.85 1.96 0.90
2.43 -2.99 -1.01
-1.52 -0.49 2.09
1.60 -0.67 -0.08
0.97 1.16 -0.82
0.61 -0.93 -0.65
0.45 -1.11 -0.68
0.33 1.59 -1.12
-1.30 0.57 1.11
-1.19 -3.73 -0.91
2.05 5.07 0.38
0.63 -0.79 -0.92
4.88 0.08 3.29
-4.85 1.41 -0.58
-0.35 -1.41 -4.31
-0.73 -2.47 1.44
1.70 0.72 -0.09
-1.02 1.05 1.14
-0.97 0.48 -1.43
-1.24 -1.05 0.99
-0.08 -0.87 -1.23
0.78 1.34 0.22
-1.47 0.15 1.72
-0.34 -1.45 0.32
-1.57 0.91 0.42
-0.99 1.16 -1.05
1.04 1.37 0.82
0.83 0.58 1.54
-0.48 -1.50 -0.19
0.03 -0.17 0.12
0.08 0.18 0.03
-0.06 0.11 -0.10
0.16 0.20 -0.02
-0.07 -0.11 -0.12
-0.13 0.04 0.00
0.16 -0.04 -0.26
0.05 0.06 -0.07
0.17 -0.22 0.24
-0.15 -0.06 -0.18
0.10 0.19 0.08
0.08 -0.06 0.04
-0.05 -0.34 -0.03
0.09 0.07 -0.11
-0.09 0.33 0.12
-0.15 0.23 0.18
0.09 -0.14 -0.06
0.10 -0.11 -0.07
-0.09 -0.14 -0.29
0.10 0.13 0.04
-0.01 0.17 0.25
0.17 -0.10 0.29
-0.22 0.16 -0.08
-0.05 0.01 -0.14
-0.03 0.24 0.32
0.21 0.10 -0.06
0.03 -0.22 -0.16
-0.13 0.02 0.02
0.20 0.03 0.07
-0.02 -0.10 -0.09
-0.10 0.36 -0.01
0.12 0.19 0.05
-0.05 -0.21 -0.07
0.17 0.25 -0.09
-0.13 -0.10 0.02
-0.20 -0.35 0.05
-0.07 0.05 0.14
-0.04 -0.36 -0.13
0.00 0.06 -0.16
0.12 -0.05 -0.04
-0.02 0.13 0.09
-0.16 -0.11 -0.02
0.19 -0.21 0.23
-0.11 -0.02 -0.10
-0.02 0.06 -0.11
0.03 -0.20 -0.08
0.03 0.14 0.06
-0.17 -0.02 0.03
0.12 0.11 0.05
-0.02 0.11 -0.18
-0.12 -0.07 0.01
0.31 -0.15 -0.25
-0.12 0.02 0.03
-0.03 -0.01 0.13

Computed properties:
Multiplicity: 1
LUMO level: -0.81 eV
Highest occupied orbital energy: -0.3661 Eh
Charge: 0

[4]
The following is a quantum chemistry calculation of a structure of composition C8H4AuCl2FN2O7, from the OMol25 dataset.

Cartesian coordinates (Å):
Au -0.20936 -2.55368 -0.44168
O -1.72149 0.40415 -2.87350
C -1.18262 -0.12255 -1.93015
O -0.86812 -1.38254 -1.91302
C -0.87422 0.78257 -0.73632
C -1.60409 1.95051 -0.68228
C -1.35089 2.86371 0.32237
C -0.35107 2.70114 1.30096
C 0.41137 1.58817 1.25672
C 0.17840 0.53634 0.26029
O 0.82640 -0.51552 0.26155
N 1.48052 1.46465 2.27827
O 2.36681 0.67471 2.06324
O 1.39589 2.19915 3.23907
N -2.15951 4.10557 0.37550
O -1.85031 4.92316 1.21483
O -3.06503 4.20544 -0.41944
H -2.35378 2.14457 -1.43555
H -0.19287 3.45088 2.06172
F 0.27760 -3.88044 0.90892
Cl 1.34150 -6.42365 -1.68359
C 2.25447 -5.14787 -0.89145
Cl 2.06270 -3.57785 -1.72709
H 3.30966 -5.38782 -0.92388
H 1.87806 -5.00281 0.11450

Cartesian forces, eV/Å:
-0.03 0.02 0.09
-0.04 0.13 -0.06
0.17 -0.30 0.10
-0.03 0.03 -0.07
0.05 0.15 0.17
0.03 -0.04 0.05
0.00 0.15 0.11
-0.10 0.08 -0.09
0.02 -0.07 -0.04
-0.16 0.00 -0.24
0.07 -0.26 0.28
0.03 -0.06 -0.24
0.05 0.03 0.02
-0.07 -0.01 0.08
0.03 -0.10 0.00
0.01 0.02 0.02
-0.02 0.01 -0.02
-0.01 0.01 0.02
-0.02 0.01 -0.01
-0.04 0.19 -0.04
0.00 0.02 0.01
0.01 0.02 0.08
0.07 -0.01 -0.16
0.00 0.00 -0.02
-0.02 -0.04 -0.02

Computed properties:
Multiplicity: 3
LUMO level (spin up / spin down): -1.50 / -4.46 eV
Highest occupied orbital energy (spin up / spin down): -0.3917 / -0.4003 Eh
Charge: 0

Question: Which formula does entry 3 have?
Answer: C8H49FINO23S

Question: Which value of multiplicity does entry 3 give?
Answer: 1